{"formula": "C6H4Cl2N3", "method": "ωB97M-V with the def2-TZVPD basis set", "species": ["C", "H", "N", "Cl", "H", "C", "C", "Cl", "N", "C", "H", "H", "N", "C", "C"], "positions_angstrom": [[0.355, 1.145, 1.248], [-1.028, -0.384, -1.564], [2.326, -2.863, 1.609], [2.390, -3.832, -0.727], [-1.668, 0.916, 0.527], [-0.609, 0.661, 0.351], [1.108, -0.344, -0.939], [2.888, 1.774, 2.024], [2.762, -2.500, 2.577], [1.829, 0.985, 1.078], [0.110, 1.855, 2.018], [1.294, -0.990, -1.845], [1.645, -3.216, 0.694], [1.901, 0.121, 0.054], [-0.334, -0.082, -0.745]], "gap_ha": [0.2903, 0.1592], "charge": 1, "e_lumo_ev": [-5.20, -8.73], "multiplicity": 3}



{"formula": "C4H16N8O4Rb", "method": "ωB97M-V with the def2-TZVPD basis set", "species": ["H", "H", "H", "H", "H", "N", "H", "H", "C", "N", "O", "H", "O", "H", "N", "N", "H", "C", "N", "N", "H", "Rb", "H", "O", "C", "H", "O", "N", "N", "H", "C", "H", "H"], "positions_angstrom": [[-2.230, 4.972, -1.400], [-1.136, 3.556, -2.086], [-3.299, -1.937, 0.283], [1.497, -0.242, 2.447], [-2.429, -4.879, -0.689], [-1.822, -4.153, -1.043], [0.007, -2.050, 0.908], [-1.285, 6.093, -0.269], [-0.339, 4.632, -0.682], [-0.298, 3.584, -1.522], [0.013, 1.141, 0.962], [-1.278, -4.374, -1.865], [1.010, -2.118, -1.397], [-2.670, -3.473, 0.970], [1.805, 0.707, 2.291], [1.699, 2.685, 1.425], [2.308, 1.064, 3.091], [1.372, -2.662, -0.399], [2.352, -3.481, -0.395], [0.943, -2.423, 0.831], [2.375, 2.814, 2.165], [-0.519, 0.285, -1.823], [1.203, 3.405, 0.919], [0.557, 4.999, 0.090], [1.106, 1.468, 1.471], [2.805, -3.737, 0.470], [-2.182, -2.090, -1.782], [-1.423, 5.313, -0.896], [-2.818, -2.822, 0.212], [1.524, -2.880, 1.519], [-2.277, -2.980, -0.958], [0.507, 2.982, -1.620], [2.922, -3.401, -1.225]], "gap_ha": 0.3603, "charge": 1, "e_lumo_ev": -2.69, "de_lowest_ev": 3.0614, "multiplicity": 1}



{"formula": "C2H5NO2", "method": "ωB97M-V with the def2-TZVPD basis set", "species": ["O", "H", "H", "H", "C", "H", "C", "O", "N", "H"], "positions_angstrom": [[2.110, 0.310, 0.396], [-2.426, 0.169, 1.445], [1.200, -1.357, 0.414], [1.627, -0.856, -1.268], [1.240, -0.542, -0.322], [-2.861, 0.839, -0.337], [-2.193, 0.300, 0.358], [-1.026, -0.147, 0.100], [0.040, 0.057, -0.813], [2.289, 1.227, 0.027]], "gap_ha": [0.3254, 0.2848], "e_lumo_ev": [-0.05, -0.42], "de_lowest_ev": 6.1786, "multiplicity": 1}



{"formula": "C3H4BrNO", "method": "ωB97M-V with the def2-TZVPD basis set", "species": ["H", "Br", "C", "H", "H", "N", "H", "C", "O", "C"], "positions_angstrom": [[-0.723, 0.925, 1.103], [-4.177, 0.365, -0.035], [0.122, -0.684, -0.169], [-0.989, 1.320, -0.774], [0.871, -1.140, 0.623], [-1.807, -0.581, 0.137], [0.523, -0.858, -1.222], [-0.836, 0.506, 0.079], [-1.193, -2.854, 0.039], [-1.123, -1.685, 0.053]], "gap_ha": 0.2572, "e_lumo_ev": -2.80, "de_lowest_ev": 3.5512, "multiplicity": 1}



{"formula": "C7H12N2O4PS", "method": "ωB97M-V with the def2-TZVPD basis set", "species": ["H", "H", "H", "H", "O", "S", "N", "N", "H", "O", "C", "O", "H", "C", "H", "H", "P", "C", "C", "H", "H", "H", "O", "C", "C", "H", "C"], "positions_angstrom": [[-4.250, 2.528, 0.725], [1.949, -1.231, -1.993], [2.479, -2.943, -0.038], [-2.596, 2.606, 1.457], [-2.979, -0.212, 0.441], [0.940, -1.835, 1.478], [3.416, -0.472, -0.616], [2.042, 1.200, -0.112], [-1.853, 1.376, -0.150], [-2.189, -2.527, 0.120], [2.106, -0.927, -0.937], [4.275, 1.350, 0.426], [0.984, -2.709, -0.791], [3.310, 0.786, -0.007], [1.744, 1.929, 0.541], [-3.770, 1.264, 1.819], [-1.903, -1.154, -0.314], [-2.886, 1.077, -0.012], [1.094, 0.172, -0.472], [4.171, -1.046, -0.654], [0.466, 0.412, -1.316], [-3.412, 1.164, -1.023], [-1.807, -0.697, -1.721], [-3.464, 1.948, 1.081], [1.693, -2.178, -0.215], [0.171, 0.435, 1.560], [0.267, -0.317, 0.725]], "gap_ha": 0.2633, "charge": -1, "e_lumo_ev": 3.20, "de_lowest_ev": 1.3163, "multiplicity": 1}